Molecular formula: C17H28Cl2NO
Method: DFT, ωB97M-V with the def2-TZVPD basis set

Structure (XYZ):
```
49
Properties=species:S:1:pos:R:3:mulliken_charge:R:1
C 4.4441 3.0414 -2.3570 -1.2459
H 5.0309 2.4078 -1.6967 0.2829
C 2.9784 2.6246 -2.3734 -0.4401
C 2.2652 2.8628 -1.0410 -0.3920
C 2.8201 2.0623 0.1395 -0.9615
C 2.6077 0.5582 0.0049 -0.8870
H 3.0344 0.1914 -0.9337 0.5373
H 3.0909 0.0368 0.8415 0.4766
O 1.2071 0.3087 0.0318 -0.2423
C 0.7528 -0.9385 -0.2622 0.5925
C 1.5497 -2.0733 -0.3871 -0.7781
C 0.9756 -3.3022 -0.6468 -0.8456
C -0.4003 -3.4503 -0.7933 0.5283
C -1.1889 -2.3166 -0.6789 -0.6205
C -0.6345 -1.0692 -0.4217 0.7036
C -1.5249 0.1357 -0.3149 -1.2368
H -2.2834 0.0992 -1.0979 0.6072
N -2.2424 0.1510 0.9988 0.5410
C -3.3720 1.1158 1.0317 -0.7511
C -4.6930 0.4023 1.2864 -0.4332
H -4.7446 -0.0239 2.2871 0.2712
H -5.5312 1.0802 1.1312 0.4648
Cl -4.8720 -0.9656 0.1312 -0.1349
H -3.2033 1.8594 1.8124 0.3780
H -3.4171 1.6346 0.0729 0.4002
C -1.3052 0.2755 2.1339 -0.4220
C -1.9225 -0.2682 3.4128 -0.5559
H -2.7548 0.3358 3.7710 0.3297
H -1.1696 -0.3437 4.1957 0.4759
Cl -2.5540 -1.9295 3.1002 -0.1361
H -0.4149 -0.3059 1.8878 0.0819
H -1.0136 1.3205 2.2564 0.4500
H -2.6638 -0.7971 1.0994 0.1438
H -0.9358 1.0496 -0.4003 0.4949
H -2.2591 -2.3970 -0.8081 0.3610
C -0.9952 -4.7909 -1.0824 -1.6114
H -0.7041 -5.1223 -2.0782 0.3521
H -0.6340 -5.5312 -0.3715 0.3813
H -2.0802 -4.7581 -1.0354 0.3581
H 1.6123 -4.1688 -0.7389 0.4422
H 2.6193 -2.0050 -0.2759 0.4298
H 3.8878 2.2470 0.2468 0.4461
H 2.3295 2.3972 1.0561 0.3355
H 2.3373 3.9238 -0.7938 0.4439
H 1.2064 2.6210 -1.1615 0.0580
H 2.9000 1.5741 -2.6600 0.2294
H 2.4574 3.2048 -3.1380 0.4040
H 4.5427 4.0722 -2.0251 0.3000
H 4.8649 2.9635 -3.3560 0.3938
```

Summary:
Electronic energy: -1714.7366 a.u.
SMILES string: CCCCCOc1ccc(C)cc1C[NH+](CCCl)CCCl
ΔE to the lowest compared entry with this formula, charge and spin: 0.0 kcal/mol
Maximum force: 0.87 eV Å⁻¹
Net charge: +1
Lowest unoccupied orbital energy: -0.0845 Ha
HOMO-LUMO gap: 0.33508 Eh

Molecular formula: C17H28ClOPZr
Method: DFT, ωB97M-V with the def2-TZVPD basis set

Structure (XYZ):
```
49
Properties=species:S:1:pos:R:3:mulliken_charge:R:1
C 3.8801 0.7300 -4.3269 0.9944
C 3.1651 0.5701 -5.6768 -1.3740
C 4.4988 2.1317 -4.2231 -1.3777
C 4.9735 -0.3391 -4.1830 -1.3533
Cl 2.6724 0.5217 -2.9926 -0.1543
H 5.2332 2.2759 -5.0284 0.3561
H 5.0151 2.2624 -3.2654 0.3754
H 3.7307 2.9072 -4.3214 0.3698
H 3.8847 0.7001 -6.4978 0.3536
H 2.3766 1.3221 -5.7944 0.3702
H 2.7212 -0.4276 -5.7697 0.3730
H 5.7159 -0.2239 -4.9857 0.3519
H 4.5488 -1.3468 -4.2563 0.3716
H 5.4937 -0.2418 -3.2234 0.3692
C -2.6312 1.5419 0.3600 -0.4186
C -1.3602 2.0929 0.7389 -0.8701
C -0.4517 1.8706 -0.3511 -0.1394
H -1.1829 2.6935 1.6275 0.4935
C -1.1110 1.0685 -1.3358 -0.7258
C -2.4787 0.9106 -0.9180 -0.5116
H -3.2779 0.4709 -1.5112 0.5107
H -3.5665 1.6891 0.8891 0.6380
H 0.5247 2.3319 -0.4846 0.6932
H -0.6804 0.7273 -2.2753 0.5575
C 0.6248 -1.7946 1.7372 -0.6408
C 0.2099 -0.8896 2.7724 -0.2743
C 0.5525 0.4442 2.3606 -0.9713
H -0.1149 -1.1858 3.7671 0.8332
C 1.2792 0.3381 1.1253 -0.2886
C 1.2464 -1.0282 0.6965 -0.8814
H 1.7063 -1.4273 -0.2085 0.5892
H 0.5691 -2.8810 1.8024 0.5407
H 0.4082 1.3408 2.9619 0.5331
H 1.8683 1.1239 0.6578 0.6861
Zr -1.0414 -0.2646 0.7014 1.3770
C -5.0544 -1.3811 2.8550 -1.1636
P -3.2958 -1.3374 3.1205 1.0507
C -2.8936 -0.0709 4.3210 -1.0965
C -2.6980 -2.9120 3.7192 -1.1486
O -2.5993 -1.0047 1.7672 -0.8035
H -5.3178 -0.6622 2.0653 0.3324
H -5.6048 -1.1342 3.7796 0.4279
H -5.3451 -2.3876 2.5325 0.3762
H -3.4122 -0.3039 5.2650 0.4576
H -1.8113 -0.0472 4.5038 0.3068
H -3.2138 0.9154 3.9599 0.3602
H -2.5191 -3.5907 2.8768 0.3644
H -1.7661 -2.7741 4.2824 0.3481
H -3.4708 -3.3247 4.3828 0.4321
```

Summary:
Electronic energy: -1587.9649 a.u.
Maximum force: 1.79 eV Å⁻¹
Net charge: +2
Lowest unoccupied orbital energy: -0.2929 Ha
HOMO-LUMO gap: 0.25470 Eh

Molecular formula: C17H28F6IN3O6
Method: DFT, ωB97M-V with the def2-TZVPD basis set

Structure (XYZ):
```
61
Properties=species:S:1:pos:R:3:mulliken_charge:R:1
C 1.4857 -1.0610 0.9327 -0.9463
C 1.3662 -0.4353 -0.4430 -0.4838
I 1.3388 -1.9628 -1.9775 0.0155
C 0.2153 0.5573 -0.6433 -1.1288
C -0.9628 0.4403 0.3095 0.6119
C -2.2837 0.8739 -0.3673 -1.4055
C -3.1992 1.0227 0.8604 0.7842
C -3.9366 -0.2478 1.2011 -1.8607
C -5.1020 -0.5704 0.2484 1.2311
N -4.7557 -1.5410 -0.7954 -0.7147
N -6.1798 -1.1125 1.0997 -0.7007
N -5.5835 0.6148 -0.4389 -0.7438
O -2.3021 1.4144 1.9180 -0.4222
C -1.0195 1.4141 1.4537 0.3245
O -0.1365 2.1477 1.9020 -0.5694
H 2.1110 -1.9370 0.8712 0.2859
H 1.9962 -0.3762 1.5972 0.2820
H 0.5441 -1.3815 1.3493 0.2345
H 2.2887 0.0901 -0.6308 0.4563
H 0.5850 1.5752 -0.6050 0.3056
H -0.1803 0.4329 -1.6406 0.5227
H -1.1612 -0.5639 0.6542 0.4243
H -2.6351 0.1994 -1.1269 0.5102
H -2.1343 1.8805 -0.7487 0.3824
H -3.8800 1.8497 0.7530 0.4164
H -3.2659 -1.1005 1.2041 0.2910
H -4.3456 -0.1965 2.2027 0.2564
H -4.6511 -1.0702 -1.6818 0.2726
H -3.8836 -2.0040 -0.5994 0.2715
H -6.8295 -1.5767 0.4781 0.3279
H -5.7984 -1.8534 1.6748 0.2374
H -6.0517 1.1903 0.2498 0.2380
H -6.3152 0.3113 -1.0706 0.2937
C 1.1709 5.2217 2.1479 -0.9990
C 1.9410 6.3521 1.5032 -0.2696
O 1.6226 6.4610 0.0999 -0.3104
C 0.5204 7.1246 -0.1956 0.3303
O -0.2327 7.6519 0.5631 -0.5140
C 0.3449 7.1655 -1.7241 0.9186
F 0.5780 5.9722 -2.2711 -0.2353
F 1.2016 8.0424 -2.2536 -0.2588
F -0.8850 7.5382 -2.0398 -0.2427
H 1.3459 4.2860 1.6196 0.2264
H 1.4795 5.0975 3.1848 0.4221
H 0.0991 5.4144 2.1302 0.2808
H 3.0109 6.1606 1.5360 0.3190
H 1.7547 7.3049 1.9962 0.3402
C 3.3775 -7.5312 -2.3190 -1.0885
C 4.7007 -7.4495 -1.5903 -0.2301
O 5.0180 -6.0879 -1.2416 -0.3126
C 4.4504 -5.6261 -0.1419 0.3057
O 3.7140 -6.2108 0.5906 -0.5126
C 4.9124 -4.1796 0.1022 0.9747
F 4.8820 -3.4674 -1.0205 -0.2476
F 6.1634 -4.1745 0.5697 -0.2739
F 4.1366 -3.5927 1.0015 -0.2460
H 3.3845 -6.8818 -3.1943 0.3000
H 3.1923 -8.5543 -2.6432 0.3706
H 2.5557 -7.2189 -1.6758 0.3147
H 5.5166 -7.7750 -2.2310 0.3161
H 4.7066 -8.0676 -0.6941 0.3221
```

Summary:
Electronic energy: -2177.2255 a.u.
SMILES string: C[C@@H](I)C[C@@H]1C[C@@H](CC(N)(N)N)OC1=O.CCOC(=O)C(F)(F)F.CCOC(=O)C(F)(F)F
Maximum force: 2.90 eV Å⁻¹
Lowest unoccupied orbital energy: 0.0132 Ha
HOMO-LUMO gap: 0.36349 Eh

Molecular formula: C17H28GdNO2P2S
Method: DFT, ωB97M-V with the def2-TZVPD basis set

Structure (XYZ):
```
52
Properties=species:S:1:pos:R:3:mulliken_charge:R:1
Gd 0.4305 -1.1234 0.4050 0.2764
P -0.2457 0.9486 2.3048 1.1452
C -1.9304 0.3168 2.2869 -1.9493
C -2.5558 0.0523 1.0369 0.9638
N -1.8254 -0.3590 -0.0930 0.4758
C -2.4579 -0.3136 -1.3098 0.3875
C -3.8038 0.0277 -1.4351 -0.6729
C -4.5673 0.2743 -0.2933 -0.5319
C -3.9530 0.2298 0.9491 -1.0618
C -1.6606 -0.5921 -2.5762 -1.0102
P -0.0508 -1.4793 -2.3049 0.7520
H -4.4837 0.4385 1.8826 0.4947
H -4.2525 0.0869 -2.4302 0.4769
H -5.6240 0.5380 -0.3553 0.4433
H -2.2529 -1.1982 -3.2891 0.5448
H -1.4061 0.3504 -3.1012 0.4614
H -1.3746 -1.7535 2.7448 0.2965
H -2.3741 -0.1212 3.1835 0.9065
H 1.0335 -4.5720 1.0711 0.3106
O -0.7157 -2.3207 2.3804 -0.5319
H -1.1969 -3.1316 2.0962 0.3700
H 2.5975 -0.7334 0.8887 -0.0660
O 0.7683 -4.2361 0.1846 -0.5748
H 1.6224 -3.9865 -0.2224 0.3458
C -0.6064 -3.1905 -2.6403 -1.4093
H -0.9019 -3.2757 -3.6953 0.4933
H 0.2072 -3.8953 -2.4255 0.4069
H -1.4618 -3.4395 -1.9975 0.3473
C 0.8922 -1.0526 -3.8015 -1.1479
H 1.9581 -1.2230 -3.5886 0.3102
H 0.5838 -1.6791 -4.6524 0.3918
H 0.7487 0.0100 -4.0468 0.4017
C -0.8248 2.6672 2.0623 -1.1275
H -1.2543 3.0038 3.0186 0.4080
H 0.0236 3.2772 1.7396 0.3241
H -1.6181 2.6585 1.3007 0.3330
C 0.1400 0.9007 4.1028 -1.3601
H 1.1740 1.2455 4.2406 0.4092
H -0.5442 1.5717 4.6417 0.4364
H 0.0583 -0.1179 4.5102 0.3583
S 3.9399 -0.8568 0.3520 -0.0959
C 3.4732 0.8023 0.0227 -0.2884
C 3.0995 1.6915 1.0482 0.0600
C 3.1894 3.0650 0.8090 -0.7031
C 3.5117 3.5130 -0.4919 -0.3644
C 3.6763 2.5991 -1.5591 -0.6193
C 3.5558 1.2349 -1.3000 -0.3398
H 2.8833 1.3045 2.0464 0.7948
H 3.0781 3.8010 1.6281 0.4365
H 3.6424 4.5930 -0.6818 0.3931
H 3.9522 2.9566 -2.5656 0.4168
H 3.7030 0.4925 -2.0809 0.4820
```

Summary:
Multiplicity: 8
Electronic energy: -2715.7921 a.u.
Maximum force: 2.77 eV Å⁻¹
Net charge: +2
Lowest unoccupied orbital energy (alpha / beta): -0.2825 / -0.2214 Ha
HOMO-LUMO gap (alpha / beta): 0.18230 / 0.29222 Eh
<S²>: 16.666

Molecular formula: C17H28N2O4
Method: DFT, ωB97M-V with the def2-TZVPD basis set

Structure (XYZ):
```
51
Properties=species:S:1:pos:R:3:mulliken_charge:R:1
C -2.6498 -0.9864 1.8562 -0.9524
H -2.0307 -1.4900 2.6064 0.3717
O -1.8809 -0.5231 0.7752 -0.3758
C -0.9200 0.4171 1.0227 0.9928
C -0.6159 0.9437 2.2631 -0.2672
C 0.3864 1.9020 2.4123 0.2519
C 1.0718 2.3334 1.2929 -0.8252
C 0.7784 1.8185 0.0368 -0.6532
C -0.2061 0.8604 -0.1115 0.4169
O -0.5785 0.2769 -1.2886 -0.1489
C 0.0629 0.6650 -2.4786 -0.1597
H 1.1414 0.4601 -2.4396 0.3908
H -0.0757 1.7361 -2.6789 0.4007
C -0.5168 -0.1125 -3.6710 0.0308
O -0.0846 0.0752 -4.7902 -0.6794
N -1.4915 -0.9626 -3.3316 -0.1870
H -1.7362 -0.9999 -2.3524 0.3628
C -2.2254 -1.8335 -4.2485 1.3713
C -2.9486 -0.9763 -5.2902 -1.6561
H -2.2224 -0.3943 -5.8503 0.3993
H -3.5017 -1.6085 -5.9794 0.4240
H -3.6428 -0.2948 -4.8035 0.3821
C -3.2329 -2.6194 -3.4111 -1.8315
H -2.7207 -3.2172 -2.6601 0.4117
H -3.8075 -3.2862 -4.0482 0.4421
H -3.9222 -1.9431 -2.9098 0.4121
C -1.2434 -2.7854 -4.9362 -1.6566
H -0.7237 -3.3916 -4.1974 0.3830
H -1.7729 -3.4425 -5.6204 0.4237
H -0.5103 -2.2108 -5.4949 0.3981
H 1.3285 2.1737 -0.8198 0.4312
H 1.8474 3.0785 1.3887 0.3115
C 0.7194 2.4164 3.7939 -1.5939
N 1.2583 1.4333 4.7188 -0.2299
H 0.6245 0.6445 4.7996 0.2816
C 2.6022 0.9641 4.4572 -0.8117
C 2.7603 -0.0492 3.3124 0.2558
H 2.5439 0.4200 2.3524 -0.0651
H 2.0447 -0.8667 3.4544 0.2823
C 4.1775 -0.6225 3.2743 -0.7978
O 4.5224 -1.3251 4.4442 -0.5044
H 3.8811 -2.0320 4.5795 0.3169
H 4.2866 -1.2723 2.3927 0.3487
H 4.9071 0.1867 3.1980 0.3385
H 2.9645 0.4976 5.3795 0.3587
H 3.2283 1.8370 4.2577 0.2987
H -0.1902 2.8157 4.2571 0.4026
H 1.4460 3.2290 3.7201 0.3986
H -1.1585 0.6226 3.1395 0.5150
H -3.2076 -0.1735 2.3328 0.3702
H -3.3519 -1.7033 1.4331 0.2197
```

Summary:
Electronic energy: -1075.0403 a.u.
SMILES string: COc1cc(CNCCCO)ccc1OCC(=O)NC(C)(C)C
ΔE to the lowest compared entry with this formula, charge and spin: 29.1 kcal/mol
Maximum force: 0.70 eV Å⁻¹
Lowest unoccupied orbital energy: 0.0192 Ha
HOMO-LUMO gap: 0.32484 Eh

Molecular formula: C17H28NO5
Method: DFT, ωB97M-V with the def2-TZVPD basis set

Structure (XYZ):
```
51
Properties=species:S:1:pos:R:3:mulliken_charge:R:1
C 1.6147 -0.3341 -2.7473 -1.3517
C 0.1190 -0.4664 -3.0812 0.0080
C -0.5678 0.8178 -3.4156 0.7059
C -1.6910 0.9955 -4.1182 0.0588
C -2.6156 -0.0141 -4.7242 -0.7457
O -3.7879 -0.1777 -3.9553 -0.4159
C -3.5362 -0.7949 -2.7039 -0.6292
C -1.9887 2.4473 -4.1818 0.3032
O -2.8709 3.0263 -4.7345 -0.5689
O -1.0153 3.1221 -3.4677 -0.3667
C -0.1233 2.1797 -2.9714 0.4560
O 0.8059 2.5033 -2.3169 -0.4777
H 2.0946 0.4064 -3.3926 0.3593
H 1.7655 -0.0322 -1.7120 0.2039
H 2.1126 -1.2906 -2.9096 0.3957
H -0.3852 -0.9517 -2.2378 0.1049
H 0.0249 -1.1331 -3.9452 0.4801
H -2.9453 0.3229 -5.7090 0.3475
H -2.0959 -0.9769 -4.8268 0.3930
H -4.5034 -1.0384 -2.2663 0.3186
H -2.9940 -0.1338 -2.0173 0.2132
H -2.9537 -1.7176 -2.8278 0.3023
C 3.2961 -0.4225 2.4334 -1.8475
C 1.9121 -0.9430 2.8605 1.5408
C 1.4521 -0.1613 4.1038 -1.3660
C 0.9999 1.2777 3.8240 -0.6646
C 0.3931 1.4411 2.4209 -1.3880
C -0.1171 0.1288 1.8263 2.0640
N 0.9990 -0.8015 1.7048 0.6461
O 0.5604 -2.0227 1.1612 -0.9667
C -0.5803 0.3816 0.3965 -1.9662
C -1.3370 -0.4050 2.6082 -1.9407
C 2.0574 -2.4077 3.2687 -1.9391
H 3.6253 -0.9808 1.5553 0.3906
H 4.0419 -0.5399 3.2293 0.3694
H 3.2426 0.6334 2.1584 0.3721
H 0.6319 -0.7141 4.5643 0.3005
H 2.2620 -0.1633 4.8420 0.5894
H 0.2648 1.5644 4.5820 0.3195
H 1.8368 1.9714 3.9422 0.3841
H -0.4220 2.1717 2.4468 0.5388
H 1.1446 1.8374 1.7312 0.2608
H 0.2638 0.6959 -0.2208 0.0347
H -1.3479 1.1681 0.3571 0.4094
H -0.9928 -0.5331 -0.0294 0.4758
H -2.1643 0.3127 2.5749 0.3767
H -1.1068 -0.6019 3.6544 0.3725
H -1.6549 -1.3429 2.1528 0.3762
H 2.7590 -2.4790 4.1106 0.3917
H 2.4225 -3.0035 2.4364 0.3698
H 1.0950 -2.8220 3.5667 0.4012
```

Summary:
Electronic energy: -1095.4773 a.u.
Maximum force: 0.63 eV Å⁻¹
Net charge: -1
Lowest unoccupied orbital energy: 0.0577 Ha
HOMO-LUMO gap: 0.11639 Eh